ORCA calculation (wB97M-V/def2-TZVPD) on one molecule with the formula C4H6N2O at a distorted geometry.

Calculated values
ΔE to the lowest compared entry with this formula, charge and spin: 36.7 kcal/mol
Charge: 0
Structure (SMILES): Nc1cc[nH]c1O
HOMO-LUMO gap: 8.53 eV

```
13
C4H6N2O (wB97M-V/def2-TZVPD)
N -1.84 0.50 0.02
C -0.44 0.29 0.00
C 0.66 1.15 -0.08
C 1.82 0.43 -0.10
N 1.38 -1.00 0.02
C 0.03 -0.98 0.00
O -0.77 -2.06 -0.08
H -2.10 1.14 -0.72
H -2.11 0.93 0.90
H 0.55 2.23 -0.03
H 2.71 0.96 0.26
H 1.78 -1.94 -0.10
H -1.65 -1.64 -0.11
```